ORCA calculation (wB97M-V/def2-TZVPD) on an isolated ion of composition C6H10N3 and charge +1.

Calculated values
DFT total energy = -10845.83209 eV
F_max = 0.1472 Eh/bohr
Relative energy (zero: lowest compared OMol25 entry of this formula, charge and spin) = 56.1 kcal/mol
Lowest unoccupied orbital energy = -0.15667 hartree
HOMO level = -13.26 eV
Charge = +1
Orbital gap = 9.00 eV
SMILES = C/C=[NH+]/Cc1cn[nH]c1

Geometry (Å):
C1 2.70417 -0.71290 -0.82112
C2 1.72483 -0.17750 0.03923
N1 1.06241 0.85308 -0.14081
C3 -0.07497 1.31114 0.78481
C4 -1.20597 0.40796 0.30968
C5 -1.97831 0.59159 -0.86392
N2 -2.90572 -0.38384 -0.87210
N3 -2.71238 -1.05656 0.20777
C6 -1.66820 -0.72643 0.96056
H1 3.48475 -1.18444 -0.28530
H2 3.11699 0.15164 -1.24104
H3 2.47249 -1.45212 -1.61818
H4 1.44368 -0.76542 0.96044
H5 1.22273 1.43447 -0.96916
H6 -0.28662 2.27104 0.78333
H7 0.28842 0.99587 1.81337
H8 -1.96818 1.53333 -1.48711
H9 -3.17431 -1.91040 0.51357
H10 -1.54579 -1.18052 1.92596

These are the Löwdin partial charges, in e, on atoms 1 to 5: -0.003 -0.124 0.117 -0.010 -0.247

ORCA calculation (wB97M-V/def2-TZVPD) on C30H35N4 as an isolated structure.

Calculated values
DFT total energy = -37627.48090 eV
F_max = 0.1418 Eh/bohr
Relative energy (zero: lowest compared OMol25 entry of this formula, charge and spin) = 129.2 kcal/mol
Lowest unoccupied orbital energy = -0.18562 hartree
HOMO level = -10.04 eV
Charge = +1
Orbital gap = 4.99 eV

Geometry (Å):
C1 1.90112 -5.00964 -1.78964
N1 2.81657 -4.13017 -1.05845
C2 4.12192 -4.01249 -1.55821
C3 4.37315 -4.26092 -2.92427
C4 5.63381 -4.00268 -3.45905
C5 6.68542 -3.60851 -2.62246
C6 6.45679 -3.43382 -1.24991
C7 5.17519 -3.59742 -0.72187
C8 2.20613 -3.06506 -0.35385
C9 2.51822 -2.75171 0.98163
C10 1.78268 -1.78626 1.66571
C11 0.72834 -1.08189 1.04402
C12 -0.14427 -0.16639 1.85790
C13 -0.82419 0.91578 1.05745
C14 -0.52582 2.28093 1.20002
C15 -1.19836 3.23792 0.44305
C16 -2.23892 2.87086 -0.44130
N2 -2.87781 3.78084 -1.27990
C17 -3.98940 3.28945 -2.08940
C18 -2.28177 4.98538 -1.71320
C19 -2.15565 5.22905 -3.09701
C20 -1.42503 6.32807 -3.54950
C21 -0.87715 7.23635 -2.63457
C22 -1.10572 7.06549 -1.26394
C23 -1.82905 5.96222 -0.80439
C24 -2.58532 1.50108 -0.51993
C25 -1.85411 0.54923 0.17365
C26 0.55474 -1.28415 -0.34046
C27 1.20948 -2.31245 -1.00031
H1 1.06317 -5.26698 -1.13211
H2 1.50630 -4.53028 -2.69562
H3 2.43470 -5.92292 -2.07106
H4 3.55937 -4.60049 -3.56921
H5 5.78884 -4.11613 -4.53311
H6 7.67952 -3.44125 -3.03924
H7 7.27783 -3.16068 -0.58679
H8 4.97458 -3.42523 0.33424
H9 3.30934 -3.30721 1.48605
H10 2.03099 -1.55750 2.70574
H11 0.45356 0.28214 2.66450
H12 0.26061 2.58586 1.89511
H13 -0.90177 4.27742 0.54107
H14 -4.53040 4.14395 -2.50668
H15 -3.63990 2.65342 -2.91540
H16 -4.67669 2.71214 -1.46279
H17 -2.59197 4.52571 -3.81117
H18 -1.28316 6.46540 -4.62207
H19 -0.28472 8.08059 -2.99144
H20 -0.71731 7.78492 -0.54244
H21 -2.03893 5.84244 0.25985
H22 -3.38920 1.16302 -1.17508
H23 -2.07601 -0.50872 0.00975
H24 -0.11458 -0.65151 -0.91995
H25 0.97298 -2.52260 -2.04592
C28 -0.90089 -2.41160 3.77408
N3 -1.61252 -1.39903 3.00357
N4 -2.43852 -0.65096 3.82729
C29 -3.34688 0.21502 3.08490
C30 -3.12292 -1.47385 4.81888
H26 -1.63762 -3.15889 4.10302
H27 -0.16750 -2.89607 3.12625
H28 -0.40091 -2.01107 4.67132
H29 -1.03646 -0.76980 2.39366
H30 -4.09225 0.57415 3.80300
H31 -2.80926 1.07220 2.66771
H32 -3.85944 -0.31655 2.26460
H33 -3.89766 -0.84645 5.26872
H34 -3.58604 -2.37194 4.37716
H35 -2.40927 -1.78976 5.58778

These are the Löwdin partial charges, in e, on atoms 1 to 5: -0.056 -0.102 -0.222 -0.028 -0.079

ORCA calculation (wB97M-V/def2-TZVPD) on a 13-piece molecular cluster, C24H60BrN13O28P overall.

Calculated values
DFT total energy = -181853.87473 eV
F_max = 0.1020 Eh/bohr
Lowest unoccupied orbital energy (alpha / beta) = -0.01398 / -0.01398 hartree
HOMO level (alpha / beta) = -9.02 / -9.52 eV
Charge = 0
Orbital gap (alpha / beta) = 8.64 / 9.14 eV
2S+1 = 2

Geometry (Å):
C1 5.15399 -0.30743 -1.39758
C2 3.58362 -0.26344 -1.97322
C3 3.10701 -1.75921 -2.44553
Br1 3.43052 -2.97141 -0.84099
C4 1.51603 -1.81832 -2.95968
P1 1.08813 -3.52039 -3.76635
O1 1.40692 -4.76727 -2.84977
O2 2.08892 -3.64555 -5.21421
O3 -0.56918 -3.66569 -4.28133
C5 1.38084 -0.68288 -4.13054
C6 0.28312 0.48364 -3.71410
C7 -0.14893 1.19801 -5.16475
C8 0.94170 1.71825 -2.82494
N1 -0.99656 -0.07831 -3.14509
O4 -1.78464 1.02545 -2.94115
C9 -0.81869 -0.81666 -1.84796
C10 -2.02578 -1.97401 -1.80947
C11 -1.08309 0.10748 -0.48991
C12 0.60785 -1.57156 -1.62390
H1 5.75053 -1.12181 -1.98952
H2 5.15670 -0.48458 -0.21780
H3 5.60934 0.76886 -1.58183
H4 3.58137 0.53242 -2.83722
H5 2.95696 0.17792 -1.05934
H6 3.77324 -2.05224 -3.37512
H7 2.83181 -4.28214 -4.99773
H8 -1.06376 -4.32200 -3.67430
H9 0.91252 -1.22881 -5.08296
H10 2.40850 -0.23774 -4.50940
H11 -0.54873 2.29019 -5.01084
H12 -0.95318 0.47486 -5.65122
H13 0.81099 1.19435 -5.87000
H14 1.92899 2.03192 -3.41654
H15 1.29530 1.40160 -1.75648
H16 0.25916 2.68052 -2.83086
H17 -1.81349 -2.83107 -1.04159
H18 -2.32666 -2.33674 -2.88321
H19 -2.97603 -1.38895 -1.38875
H20 -2.19426 0.50617 -0.41609
H21 -0.97026 -0.65674 0.42022
H22 -0.26778 0.92849 -0.31524
H23 1.16248 -1.01449 -0.73991
H24 0.35377 -2.65460 -1.19100
C13 -5.96300 -2.16763 -4.03852
N2 -5.76269 -3.11906 -2.91236
O5 -5.00856 -4.07902 -3.10968
O6 -6.36801 -2.87552 -1.86204
H25 -5.37351 -2.50372 -4.89417
H26 -7.02767 -2.16395 -4.28136
H27 -5.62874 -1.18404 -3.70233
C14 7.10680 -5.05413 -1.50068
N3 7.25629 -3.61505 -1.84745
O7 7.38668 -2.81777 -0.91122
O8 7.23856 -3.32623 -3.04960
H28 7.14030 -5.16120 -0.41439
H29 6.14369 -5.38896 -1.89158
H30 7.93398 -5.59311 -1.96704
C15 4.95571 -2.11759 2.54565
N4 4.54048 -0.73721 2.91403
O9 5.06961 0.19615 2.29919
O10 3.69511 -0.62941 3.80993
H31 5.70019 -2.06182 1.74862
H32 5.38000 -2.58317 3.43767
H33 4.06519 -2.64973 2.20505
C16 4.35571 -0.14415 -7.19029
N5 3.94048 1.23623 -6.82191
O11 4.46961 2.16959 -7.43675
O12 3.09511 1.34403 -5.92600
H34 5.10019 -0.08838 -7.98731
H35 4.78000 -0.60974 -6.29827
H36 3.46519 -0.67629 -7.53089
C17 -8.66639 1.04499 -2.99226
N6 -8.12054 0.88353 -4.36686
O13 -7.20595 1.64374 -4.70565
O14 -8.62543 -0.00175 -5.06707
H37 -8.13171 1.85564 -2.49268
H38 -9.72808 1.28311 -3.08517
H39 -8.51559 0.10091 -2.46483
C18 -11.25352 -2.43596 -2.08012
N7 -10.96508 -1.04330 -1.64327
O15 -10.00520 -0.87625 -0.88175
O16 -11.71023 -0.15702 -2.07705
H40 -10.52308 -3.10775 -1.62431
H41 -12.26415 -2.68281 -1.74816
H42 -11.17529 -2.46267 -3.16888
C19 0.47006 1.49400 3.58614
N8 -0.97296 1.17449 3.41532
O17 -1.30223 0.57714 2.38386
O18 -1.73451 1.53226 4.32139
H43 1.01932 1.12279 2.71831
H44 0.56023 2.57949 3.66408
H45 0.81109 1.00043 4.49844
C20 -1.61164 -0.73326 7.60149
N9 -0.36408 -1.02525 6.84527
O19 0.45662 -0.10732 6.73110
O20 -0.24368 -2.16759 6.38759
H46 -1.58278 0.30326 7.94414
H47 -2.45278 -0.89189 6.92339
H48 -1.65067 -1.41909 8.45021
C21 3.77006 5.04024 4.46387
N10 2.32704 4.72074 4.29306
O21 1.99777 4.12339 3.26159
O22 1.56549 5.07850 5.19913
H49 4.31932 4.66904 3.59604
H50 3.86023 6.12573 4.54182
H51 4.11109 4.54667 5.37618
C22 -15.05303 -3.45915 1.36602
N11 -13.94208 -3.19134 0.41332
O23 -14.11246 -3.52854 -0.76415
O24 -12.93032 -2.65019 0.87420
H52 -15.87426 -3.93552 0.82634
H53 -14.66749 -4.12136 2.14406
H54 -15.36936 -2.50015 1.78132
C23 6.94489 7.57230 6.01629
N12 6.44514 6.21089 6.34851
O25 6.01975 6.02825 7.49518
O26 6.49390 5.36391 5.44897
H55 6.84257 8.21080 6.89632
H56 7.99410 7.47713 5.72888
H57 6.33982 7.95312 5.19101
C24 9.06021 4.24199 9.27963
N13 9.20970 5.68107 8.93286
O27 9.34009 6.47835 9.86908
O28 9.19197 5.96989 7.73070
H58 9.09371 4.13492 10.36592
H59 8.09710 3.90716 8.88872
H60 9.88740 3.70302 8.81326

These are the Löwdin partial charges, in e, on atoms 1 to 5: -0.144 -0.272 -0.559 0.685 -0.400

ORCA calculation (wB97M-V/def2-TZVPD) on C37H25BrCoN6O7S as an isolated structure.

Calculated values
DFT total energy = -180553.83700 eV
F_max = 0.0253 Eh/bohr
Relative energy (zero: lowest compared OMol25 entry of this formula, charge and spin) = 10.5 kcal/mol
Lowest unoccupied orbital energy (alpha / beta) = 0.14350 / 0.14350 hartree
HOMO level (alpha / beta) = -1.84 / -1.85 eV
Charge = -2
Orbital gap (alpha / beta) = 5.75 / 5.76 eV
2S+1 = 2

Geometry (Å):
Co1 -0.21121 0.13322 1.49146
C1 1.54120 -0.54496 5.49150
O1 1.48402 0.85804 5.69546
C2 0.39152 1.56087 5.23336
C3 0.07169 2.68886 5.96363
C4 -1.00888 3.49899 5.61917
C5 -1.77166 3.17579 4.51778
C6 -1.44470 2.07496 3.72272
C7 -2.25923 1.73305 2.57949
N1 -1.97205 0.84926 1.69071
N2 -2.91243 0.60683 0.73722
C8 -2.96609 -0.66296 0.33493
O2 -2.38676 -1.62753 0.88539
C9 -3.82603 -0.88137 -0.87074
C10 -4.72255 0.08590 -1.31889
C11 -5.45213 -0.11924 -2.47932
C12 -5.28862 -1.28799 -3.21261
C13 -4.39540 -2.25415 -2.77217
C14 -3.67393 -2.05401 -1.60492
C15 -0.34132 1.24190 4.05719
O3 -0.04776 0.21465 3.32343
H1 1.51219 -0.81750 4.44233
H2 0.70973 -1.04342 6.00359
H3 2.48555 -0.87238 5.92946
H4 0.70633 2.93849 6.80606
H5 -1.23725 4.37179 6.21907
H6 -2.62130 3.79030 4.23774
H7 -3.22626 2.22578 2.48304
H8 -4.82285 0.99655 -0.74522
H9 -6.14809 0.63952 -2.81971
H10 -5.84864 -1.44180 -4.12733
H11 -4.25699 -3.16187 -3.34817
H12 -2.97237 -2.79559 -1.24522
Br1 -3.91119 -2.79200 -6.42804
C16 -2.27870 -1.85931 -6.07598
C17 -2.27733 -0.78603 -5.19701
C18 -1.10602 -0.09482 -4.97229
C19 0.10352 -0.45809 -5.62524
C20 0.05043 -1.56080 -6.51450
C21 -1.12218 -2.24855 -6.73623
N3 1.27865 0.19844 -5.50506
N4 1.45322 1.23630 -4.74142
C22 1.16227 1.33949 -3.45418
C23 1.24906 2.64152 -2.88440
C24 0.88474 2.91914 -1.60386
C25 0.42793 1.89457 -0.72490
O4 0.14365 2.08363 0.47280
C26 0.36306 0.54454 -1.26582
N5 -0.03698 -0.40050 -0.39269
C27 0.07491 -1.67359 -0.73005
C28 0.61552 -2.07071 -1.95040
C29 0.97967 -1.11433 -2.87159
C30 0.80846 0.23851 -2.56466
H13 -3.18761 -0.49598 -4.69023
H14 -1.10577 0.74983 -4.29761
H15 0.96048 -1.85744 -7.02054
H16 -1.15133 -3.08137 -7.42740
H17 1.60499 3.43173 -3.53469
H18 0.96988 3.92324 -1.21121
H19 -0.25419 -2.39105 0.00680
H20 0.76757 -3.12298 -2.14606
H21 1.43972 -1.39811 -3.80779
O5 1.95023 -2.59002 1.91458
C31 2.39661 -1.44967 1.95167
N6 1.75991 -0.33046 1.55291
S1 2.70380 1.01429 1.67573
O6 2.21018 2.02122 2.56595
O7 3.19041 1.43560 0.38336
C32 4.08690 0.17618 2.45332
C33 5.30578 0.64951 2.88971
C34 6.22753 -0.27183 3.37209
C35 5.92175 -1.62947 3.40350
C36 4.68645 -2.08735 2.96584
C37 3.77754 -1.16465 2.47777
H22 5.52291 1.70970 2.86159
H23 7.19213 0.06925 3.72773
H24 6.65252 -2.33130 3.78763
H25 4.42117 -3.13629 2.99047

These are the Löwdin partial charges, in e, on atoms 1 to 5: 0.581 -0.072 -0.094 -0.212 -0.037

ORCA calculation (wB97M-V/def2-TZVPD) on C23H36FGaO5P as an isolated structure.

Calculated values
DFT total energy = -99055.89976 eV
F_max = 0.0952 Eh/bohr
Relative energy (zero: lowest compared OMol25 entry of this formula, charge and spin) = 72.2 kcal/mol
Lowest unoccupied orbital energy = 0.09710 hartree
HOMO level = -5.38 eV
Charge = -1
Orbital gap = 8.02 eV

Geometry (Å):
C1 2.96994 4.93206 1.80031
C2 2.31142 5.46070 0.44055
O1 2.99546 5.70923 -0.58900
O2 0.89213 5.68052 0.48793
C3 0.30949 5.41226 -0.83109
C4 -1.24430 5.04337 -0.63171
C5 -1.45254 3.59995 0.09428
C6 -1.61344 2.44695 -1.02145
C7 -1.06126 1.00387 -0.54029
C8 0.52696 1.17175 -0.28817
Ga1 1.49421 -0.67995 -0.08402
C9 2.31056 -1.10598 -1.92551
C10 3.85780 -1.51072 -1.92827
C11 4.18363 -2.08193 -3.42046
F1 4.73060 -0.34459 -1.79543
P1 3.02840 -0.43259 1.66850
O3 2.96202 -1.62935 2.64983
O4 4.62969 -0.06342 1.20280
O5 2.49341 0.94066 2.59322
H1 3.41090 3.88463 1.61690
H2 3.77685 5.69394 2.09168
H3 2.21128 4.82949 2.65505
H4 0.43421 6.37900 -1.44527
H5 0.85669 4.54877 -1.36480
H6 -1.81256 5.10165 -1.63392
H7 -1.65667 5.83436 0.10311
H8 -2.37567 3.70000 0.77196
H9 -0.55552 3.46022 0.78182
H10 -0.93266 2.77268 -1.89787
H11 -2.70586 2.43836 -1.35551
H12 -1.61907 0.59479 0.38274
H13 -1.29036 0.25601 -1.39349
H14 0.64769 1.69288 0.73023
H15 1.04003 1.74607 -1.13489
H16 0.41076 -1.84203 0.23202
H17 2.17791 -0.24349 -2.68491
H18 1.74021 -1.99781 -2.39544
H19 4.08852 -2.32873 -1.16961
H20 3.65272 -1.34304 -4.13253
H21 3.75525 -3.12080 -3.59852
H22 5.31437 -2.00173 -3.55067
H23 5.11096 -0.88464 0.96500
H24 2.56844 1.75286 2.03146
C12 -4.36917 -1.07907 -1.64071
C13 -5.64630 -1.23576 -2.17095
C14 -5.95532 -2.36538 -2.92225
C15 -4.98926 -3.34404 -3.13556
C16 -3.71336 -3.18932 -2.60254
C17 -3.40159 -2.05545 -1.85885
H25 -4.12756 -0.19631 -1.05781
H26 -6.40168 -0.47580 -1.99889
H27 -6.94924 -2.48379 -3.34089
H28 -5.23136 -4.22732 -3.71739
H29 -2.96052 -3.95312 -2.76768
H30 -2.40485 -1.93290 -1.44816
C18 -1.46512 -4.98513 4.15467
C19 -1.83585 -3.90346 3.36150
C20 -0.90789 -2.91094 3.05857
C21 0.39494 -3.00460 3.54093
C22 0.76591 -4.08843 4.33089
C23 -0.16437 -5.07655 4.64165
H31 -2.18968 -5.75724 4.39352
H32 -2.84958 -3.83337 2.97939
H33 -1.19884 -2.06468 2.44555
H34 1.12174 -2.23248 3.30070
H35 1.78176 -4.16247 4.70546
H36 0.12460 -5.91862 5.26231

These are the Löwdin partial charges, in e, on atoms 1 to 5: 0.004 -0.397 0.034 -0.085 -0.191

ORCA calculation (wB97M-V/def2-TZVPD) on a 2-piece molecular cluster, C23H20NO overall.

Calculated values
DFT total energy = -27706.36397 eV
F_max = 0.0380 Eh/bohr
Relative energy (zero: lowest compared OMol25 entry of this formula, charge and spin) = 0.0 kcal/mol
Lowest unoccupied orbital energy = -0.20123 hartree
HOMO level = -11.73 eV
Charge = +1
Orbital gap = 6.25 eV

Geometry (Å):
C1 0.96806 0.80576 2.75924
C2 0.20774 -0.34342 2.24544
N1 -1.08416 -0.43879 2.09901
C3 -1.36145 -1.80798 1.60817
C4 -0.00178 -2.43278 1.45533
O1 0.94442 -1.41998 1.89481
H1 0.26644 1.58093 3.06567
H2 1.57258 0.49971 3.61907
H3 1.62577 1.19670 1.97613
H4 -1.97341 -2.37371 2.32124
H5 -1.89364 -1.77853 0.65365
H6 0.11201 -3.32121 2.08417
H7 0.21538 -2.68483 0.41231
C5 -2.75949 1.47273 2.37478
C6 -3.88277 0.59945 2.10277
C7 -3.99062 -0.05575 0.85591
C8 -5.09468 -0.85156 0.55892
C9 -6.13415 -0.98548 1.48875
C10 -6.04575 -0.34291 2.73026
C11 -4.93501 0.43822 3.03912
C12 -2.37985 1.93455 3.70019
C13 -1.62968 3.15842 3.55734
C14 -1.19864 3.87752 4.66376
C15 -1.49242 3.37861 5.93860
C16 -2.20958 2.17893 6.09083
C17 -2.64960 1.44941 4.97753
C18 -1.55599 3.47750 2.14126
C19 -2.28000 2.45999 1.41896
C20 -2.54889 2.65693 0.06605
C21 -2.01742 3.78227 -0.57838
C22 -1.27205 4.74155 0.12783
C23 -1.05334 4.60335 1.50534
H8 -3.18060 0.04962 0.13256
H9 -5.13767 -1.35783 -0.40707
H10 -7.00863 -1.58928 1.24478
H11 -6.84750 -0.44406 3.46407
H12 -4.88599 0.97090 3.98871
H13 -0.65679 4.81071 4.50587
H14 -1.16805 3.93092 6.82104
H15 -2.43702 1.81309 7.09354
H16 -3.18632 0.50925 5.09101
H17 -3.17808 1.95246 -0.46885
H18 -2.19760 3.91809 -1.64624
H19 -0.87370 5.61045 -0.39638
H20 -0.51452 5.34532 2.09501

These are the Löwdin partial charges, in e, on atoms 1 to 5: 0.041 -0.387 0.129 -0.164 -0.114